P | A gas-phase ion, C2H3N2O (charge +1), computed with the ωB97M-V functional and the def2-TZVPD basis.

XYZ file:
```
8
Properties=species:S:1:pos:R:3:mulliken_spin:R:1
C -1.80796 1.22656 0.84764 0.139
C 1.16447 -0.68016 -0.47371 0.038
N -0.80111 0.73924 0.24614 0.249
N 0.06089 -0.19258 0.22119 1.188
O -2.67532 1.83293 1.22247 0.222
H 1.96972 -0.92233 0.22705 0.038
H 1.24435 -0.17203 -1.40700 0.030
H 0.84496 -1.83164 -0.88379 0.096
```

Properties
**HOMO energy (alpha / beta)**: -0.5661 / -0.6673 Ha
**Expectation value of S²**: 2.016
**Spin multiplicity**: 3
**Total charge**: +1
**Gap between HOMO and LUMO (alpha / beta)**: 10.95 / 10.12 eV

Q | A gas-phase ion, C2H3N2O (charge +1), computed with the ωB97M-V functional and the def2-TZVPD basis.

XYZ file:
```
8
Properties=species:S:1:pos:R:3:mulliken_spin:R:1
C 0.86466 0.88858 -0.08222 0.136
C 1.42306 -0.23217 0.07613 0.989
N -0.55245 1.25120 0.04981 0.267
N -1.93762 -0.60796 -0.05496 0.642
O -1.56926 0.58319 0.05944 -0.110
H 1.65410 -1.25956 0.23421 0.008
H 1.38385 1.83085 -0.26480 0.076
H -2.95189 -0.70940 0.02773 -0.008
```

Properties
**HOMO energy (alpha / beta)**: -0.5488 / -0.6079 Ha
**Expectation value of S²**: 2.086
**Spin multiplicity**: 3
**Total charge**: +1
**Gap between HOMO and LUMO (alpha / beta)**: 7.63 / 7.55 eV

Most stable: P. Least stable: Q.

P | A molecular structure, C14H42O14, computed with the ωB97M-V functional and the def2-TZVPD basis.

XYZ file:
```
70
Properties=species:S:1:pos:R:3:nbo_charge:R:1
C -1.18038 -0.29249 0.42263 -0.103
C 0.29996 -0.67986 0.49729 -0.150
O 1.02636 -0.40603 -0.74822 -0.765
O -1.29753 1.11004 0.38059 -0.795
H -1.80436 -0.71607 1.20960 0.179
H -1.57229 -0.83695 -0.43647 0.214
H 0.39893 -1.74320 0.71547 0.218
H 0.85485 -0.17093 1.28544 0.177
H 0.95144 0.52155 -0.98398 0.465
H -2.13361 1.44192 0.04528 0.449
C 2.31515 2.32009 -0.49057 -0.093
C 0.92731 2.52491 -1.12374 -0.109
O 0.58874 1.29094 -1.77161 -0.662
O 2.79283 3.57693 0.03461 -0.722
H 3.13932 1.90939 -1.07382 0.167
H 2.26730 1.65905 0.37478 0.185
H 0.86289 3.36253 -1.81824 0.194
H 0.20003 2.72068 -0.33579 0.216
H 1.04422 1.27625 -2.61654 0.516
H 3.67788 3.32261 0.30590 0.472
C -3.74110 -0.87420 0.77247 -0.130
C -4.00354 -2.33402 0.33224 -0.086
O -2.81648 -3.07809 0.08616 -0.700
O -4.98617 -0.27204 0.64261 -0.745
H -2.99428 -0.28863 0.23631 0.213
H -3.57870 -0.62902 1.82204 0.165
H -4.73420 -2.39861 -0.47402 0.193
H -4.52498 -2.79486 1.17118 0.163
H -2.66097 -3.44045 0.96143 0.463
H -4.97308 0.68533 0.71248 0.462
C 3.11733 -0.33696 0.77489 -0.115
C 3.28371 -0.52387 -0.77337 -0.084
O 4.62661 -0.83475 -1.12152 -0.729
O 4.11007 0.59774 1.29009 -0.750
H 3.19541 -1.33498 1.20612 0.174
H 2.13018 0.08554 0.96227 0.172
H 3.15562 0.47408 -1.19265 0.133
H 2.52477 -1.15336 -1.23798 0.235
H 5.07923 -0.00995 -1.31241 0.461
H 3.89441 0.76729 2.21006 0.470
C 1.52090 -2.16749 2.34403 -0.093
C 2.75994 -2.64073 3.19811 -0.093
O 2.83574 -4.08107 3.03566 -0.734
O 0.28200 -2.60852 2.96271 -0.725
H 1.68222 -2.52402 1.32670 0.180
H 1.53643 -1.07821 2.30758 0.177
H 2.61517 -2.38732 4.24831 0.175
H 3.59779 -2.11076 2.74509 0.165
H 3.66621 -4.39596 3.40002 0.473
H 0.03333 -3.42505 2.52334 0.474
C 0.18325 -0.94539 -2.94367 -0.111
C -0.59128 0.32219 -3.24256 -0.188
O -1.91591 -0.11286 -3.25501 -0.756
O -0.34399 -1.57673 -1.71209 -0.778
H 1.22021 -0.65469 -2.77545 0.144
H 0.05355 -1.63540 -3.77744 0.202
H -0.37945 0.76436 -4.21607 0.158
H -0.53716 1.03140 -2.41661 0.251
H -1.95916 -0.82281 -2.61026 0.481
H 0.00467 -1.07700 -0.97026 0.472
C -1.79629 3.14300 0.26942 -0.120
C -2.79715 2.65922 -0.81623 -0.122
O -2.98587 1.28829 -0.64274 -0.705
O -2.36567 3.08147 1.55481 -0.713
H -1.58570 4.18196 0.01582 0.160
H -0.82998 2.66598 0.43312 0.254
H -2.52307 2.88394 -1.84700 0.196
H -3.76730 3.15041 -0.74111 0.181
H -3.86126 1.04927 -0.95604 0.518
H -3.21472 3.52520 1.61663 0.461
```

Properties
**HOMO energy**: -0.3077 Ha
**Spin multiplicity**: 1
**Total charge**: 0
**Gap between HOMO and LUMO**: 8.55 eV

Q | 7 unconnected molecules or ions with the total composition C14H42O14, computed with the ωB97M-V functional and the def2-TZVPD basis.

XYZ file:
```
70
Properties=species:S:1:pos:R:3:nbo_charge:R:1
C 0.00763 4.73923 -1.98458 -0.099
C -1.14861 3.82398 -1.52099 -0.093
O -2.03119 3.86985 -2.62663 -0.705
O 0.93373 4.32644 -3.05316 -0.763
H 0.57228 5.32248 -1.25718 0.173
H -0.45306 5.60059 -2.46825 0.165
H -1.52988 4.22292 -0.58100 0.197
H -0.70754 2.87192 -1.22580 0.178
H -1.50382 3.61549 -3.38741 0.478
H 1.25893 5.17182 -3.37123 0.473
C 0.65938 -3.64141 -3.63598 -0.086
C 1.78997 -3.84993 -4.68483 -0.095
O 2.49079 -5.04056 -4.34884 -0.732
O 1.30846 -3.31256 -2.46940 -0.743
H -0.08023 -4.42939 -3.49393 0.172
H 0.00021 -2.81050 -3.88737 0.179
H 2.35019 -2.92211 -4.56904 0.178
H 1.36824 -3.91966 -5.68752 0.171
H 3.43519 -4.87435 -4.30320 0.480
H 1.85280 -4.06824 -2.23653 0.480
C -2.18279 -2.93371 4.42668 -0.108
C -1.46409 -1.62736 4.71764 -0.102
O -0.42731 -1.54908 3.78044 -0.732
O -1.74588 -4.11369 5.08083 -0.724
H -2.36341 -3.23283 3.39421 0.178
H -3.18056 -2.73578 4.81833 0.171
H -1.08568 -1.57647 5.73858 0.189
H -2.08394 -0.77567 4.43747 0.201
H 0.01077 -2.39055 3.92742 0.468
H -1.65102 -4.80154 4.41791 0.472
C 2.99935 -0.73308 2.60878 -0.080
C 3.70001 -0.05869 1.43798 -0.077
O 2.67072 0.70584 0.89185 -0.751
O 3.83743 -1.22035 3.68099 -0.730
H 2.40582 -1.58013 2.26479 0.142
H 2.37392 -0.08774 3.22559 0.179
H 4.07251 -0.84121 0.77691 0.156
H 4.54981 0.56772 1.70919 0.183
H 2.10611 0.25885 0.25702 0.504
H 3.24938 -1.87890 4.05797 0.454
C -3.25890 2.05140 3.95048 -0.110
C -3.53428 3.08002 2.83841 -0.091
O -4.28094 2.44889 1.68276 -0.757
O -4.44454 1.28318 4.35389 -0.735
H -2.67062 2.45008 4.77696 0.193
H -2.66571 1.32872 3.39016 0.178
H -2.61615 3.59639 2.55824 0.176
H -4.22523 3.88765 3.08012 0.187
H -3.76669 1.80347 1.19226 0.478
H -4.96430 1.14716 3.55831 0.480
C 1.78401 0.48552 -3.53141 -0.102
C 0.86562 0.86181 -4.70324 -0.099
O -0.11206 1.88502 -4.50879 -0.729
O 2.67337 1.54790 -3.18741 -0.714
H 2.35476 -0.43676 -3.63982 0.174
H 1.15558 0.19271 -2.69032 0.178
H 0.30157 0.04686 -5.15691 0.184
H 1.46856 1.25824 -5.52019 0.157
H 0.37666 2.70808 -4.58184 0.474
H 2.41346 2.35619 -3.63542 0.471
C -0.66732 -0.08979 0.68423 -0.081
C -0.15311 -1.42128 0.18977 -0.088
O 1.02626 -0.94922 -0.43108 -0.754
O -1.70132 -0.18505 1.62923 -0.751
H -1.10417 0.44149 -0.16135 0.173
H 0.14857 0.52774 1.05983 0.186
H -0.80833 -2.00745 -0.45459 0.178
H 0.11420 -2.03559 1.04957 0.152
H 1.27165 -1.66952 -1.01636 0.503
H -1.34533 -0.68565 2.36697 0.485
```

Properties
**Structure (SMILES)**: OCCO.OCCO.OCCO.OCCO.OCCO.OCCO.OCCO
**HOMO energy**: -0.3560 Ha
**Spin multiplicity**: 1
**Total charge**: 0
**Gap between HOMO and LUMO**: 9.81 eV

Most stable: Q. Least stable: P.

P | A single C3H4S2 molecule, computed with the ωB97M-V functional and the def2-TZVPD basis.

XYZ file:
```
9
Properties=species:S:1:pos:R:3:nbo_charge:R:1
C -0.81866 0.25031 1.08949 -0.340
C -0.14399 -0.50212 0.13766 -0.094
C 0.64676 0.14337 -0.90931 -0.692
S -1.06760 1.85808 0.95989 0.113
S -0.29405 -2.19003 0.23850 0.072
H -1.20591 -0.28429 1.88201 0.215
H 1.02967 -0.70763 -1.47466 0.236
H 1.54184 0.56034 -0.40262 0.243
H 0.31193 0.87197 -1.52096 0.247
```

Properties
**Structure (SMILES)**: CC(=S)C=S
**HOMO energy**: -0.3400 Ha
**Spin multiplicity**: 1
**Total charge**: 0
**Gap between HOMO and LUMO**: 7.00 eV

Q | A single C3H4S2 molecule, computed with the ωB97M-V functional and the def2-TZVPD basis.

XYZ file:
```
9
Properties=species:S:1:pos:R:3:nbo_charge:R:1
C -0.10444 -1.42202 0.19603 -0.661
C -0.59545 1.16628 -0.11551 -0.357
C 0.69413 1.08048 -0.19123 -0.393
H -0.10079 -2.53230 -0.19966 0.258
H -0.16285 -1.43236 1.33251 0.229
H -1.05500 2.24200 -0.06206 0.253
H 1.43476 1.85981 0.10917 0.245
S -1.48937 -0.42553 -0.53582 0.206
S 1.37901 -0.53638 -0.53343 0.221
```

Properties
**Structure (SMILES)**: C1=CSCS1
**HOMO energy**: -0.3137 Ha
**Spin multiplicity**: 1
**Total charge**: 0
**Gap between HOMO and LUMO**: 9.29 eV

Most stable: Q. Least stable: P.

P | A molecular structure, C3H4S2, computed with the ωB97M-V functional and the def2-TZVPD basis.

XYZ file:
```
9
Properties=species:S:1:pos:R:3:nbo_charge:R:1
C -1.18126 -0.22137 0.46735 -0.177
C 0.06882 -0.12305 -0.34116 -0.677
C 1.27306 0.63152 -0.02521 -0.187
H -0.99502 -0.10191 1.78706 0.211
H 0.62555 -1.16318 -0.65769 0.281
H -0.51037 0.29384 -1.16216 0.279
H 1.07567 1.70756 0.18357 0.209
S -2.84746 0.00644 -0.07942 0.016
S 2.77498 -0.16012 0.03213 0.046
```

Properties
**HOMO energy**: -0.3388 Ha
**Spin multiplicity**: 1
**Total charge**: 0
**Gap between HOMO and LUMO**: 7.72 eV

Q | A molecular structure, C3H4S2, computed with the ωB97M-V functional and the def2-TZVPD basis.

XYZ file:
```
9
Properties=species:S:1:pos:R:3:nbo_charge:R:1
C 0.34248 -0.06887 -1.17742 -0.710
C 0.08999 -0.45496 0.25562 -0.153
C -0.20328 0.34695 1.30256 -0.352
H 1.56259 -0.04442 -1.33805 0.256
H -0.20941 -0.88367 -1.90460 0.276
H 0.04140 1.25685 -1.16390 0.259
H -0.68637 -0.19318 2.05973 0.221
S -0.58589 -1.93853 0.60841 0.115
S -0.35151 1.97982 1.35764 0.088
```

Properties
**HOMO energy**: -0.3378 Ha
**Spin multiplicity**: 1
**Total charge**: 0
**Gap between HOMO and LUMO**: 6.89 eV

R | 2 unconnected molecules or ions with the total composition C3H4S2, computed with the ωB97M-V functional and the def2-TZVPD basis.

XYZ file:
```
9
Properties=species:S:1:pos:R:3:nbo_charge:R:1
C 1.22541 -0.37318 0.85100 -0.490
C 0.97602 0.28994 -0.20576 -0.144
C -1.21864 0.06488 -0.84870 -0.583
S -2.11378 -0.77810 0.41657 0.117
S -2.30898 1.22694 -0.25950 0.190
H 2.23639 -0.08663 1.27121 0.211
H 0.65675 -1.13700 1.44005 0.232
H 1.45466 1.10444 -0.84074 0.218
H -0.90783 -0.31131 -1.82412 0.249
```

Properties
**HOMO energy**: -0.2994 Ha
**Spin multiplicity**: 1
**Total charge**: 0
**Gap between HOMO and LUMO**: 7.85 eV

Most stable: Q. Least stable: R.

P | A single C3H4S2 molecule, computed with the ωB97M-V functional and the def2-TZVPD basis.

XYZ file:
```
9
Properties=species:S:1:pos:R:3:nbo_charge:R:1
C -1.12315 0.88860 -0.10330 -0.348
C -1.11555 -0.31707 0.43971 -0.372
C 1.74821 -0.62963 -0.24220 -0.517
S 2.01251 0.98977 -0.04268 -0.009
S 0.22932 -1.44679 0.02932 0.331
H -2.02679 1.56401 0.15874 0.209
H -0.42926 1.24159 -0.81711 0.225
H -1.89246 -0.85853 0.97273 0.237
H 2.59717 -1.43194 -0.39520 0.244
```

Properties
**Structure (SMILES)**: C=CSC=S
**HOMO energy**: -0.3169 Ha
**Spin multiplicity**: 1
**Total charge**: 0
**Gap between HOMO and LUMO**: 8.23 eV

Q | A single C3H4S2 molecule, computed with the ωB97M-V functional and the def2-TZVPD basis.

XYZ file:
```
9
Properties=species:S:1:pos:R:3:nbo_charge:R:1
C -1.13296 -1.09343 0.02942 -0.380
C -2.47969 -1.21617 -0.76241 -0.148
C -0.20445 -0.09209 -0.43373 -0.520
S -1.40291 -2.33194 -1.35078 0.303
S 1.47062 -0.61798 0.17362 -0.103
H -1.03170 -1.36127 1.03059 0.237
H -0.40438 0.93708 -0.09821 0.231
H -0.00240 -0.01350 -1.44299 0.229
H 2.36798 0.49787 -0.17620 0.151
```

Properties
**HOMO energy**: -0.3400 Ha
**Spin multiplicity**: 1
**Total charge**: 0
**Gap between HOMO and LUMO**: 8.85 eV

R | 2 unconnected molecules or ions with the total composition C3H4S2, computed with the ωB97M-V functional and the def2-TZVPD basis.

XYZ file:
```
9
Properties=species:S:1:pos:R:3:nbo_charge:R:1
C -0.87520 0.82962 -0.69511 -0.331
C 0.28302 -1.15335 0.69047 -0.497
C 0.24400 0.12391 -0.01650 -0.226
S -0.68545 1.82660 -1.94358 0.102
S 1.39458 -0.95025 -0.76197 0.221
H -1.76877 0.78817 -0.21979 0.196
H 0.88771 -1.34307 1.48359 0.229
H -0.63578 -1.85659 0.73560 0.227
H 1.15588 1.73495 0.72729 0.080
```

Properties
**HOMO energy (alpha / beta)**: -0.3186 / -0.3293 Ha
**Spin multiplicity**: 1
**Total charge**: 0
**Gap between HOMO and LUMO (alpha / beta)**: 7.55 / 7.41 eV

S | A single C3H4S2 molecule, computed with the ωB97M-V functional and the def2-TZVPD basis.

XYZ file:
```
9
Properties=species:S:1:pos:R:3:nbo_charge:R:1
C -0.77145 -0.49872 1.42493 -0.431
C -0.31943 0.47853 -0.81664 -0.640
C 0.05920 0.24709 0.60283 -0.095
S -0.15047 -0.88280 2.99906 0.053
S -1.53818 -0.74397 -1.32625 0.128
H -1.59725 -1.20938 1.35774 0.255
H -0.71736 1.49247 -1.04376 0.245
H 0.53283 0.30162 -1.43382 0.251
H 0.91866 0.66041 1.10882 0.232
```

Properties
**HOMO energy (alpha / beta)**: -0.3346 / -0.3226 Ha
**Spin multiplicity**: 1
**Total charge**: 0
**Gap between HOMO and LUMO (alpha / beta)**: 6.88 / 6.84 eV

Most stable: P. Least stable: R.

P | 3 unconnected molecules or ions with the total composition C4H14N2O2, computed with the ωB97M-V functional and the def2-TZVPD basis.

XYZ file:
```
22
Properties=species:S:1:pos:R:3:nbo_charge:R:1
C -0.57657 0.03780 1.27174 0.084
C 0.92167 0.08912 1.45002 -0.483
C 1.69807 1.23775 0.85390 -0.224
N 1.91186 1.03286 -0.60732 -0.822
N -1.10072 -1.29169 1.26094 -0.575
C -1.52220 -1.58632 -0.23321 0.110
O -0.53013 -1.25426 -1.03818 -0.864
H -1.07192 0.41864 0.23195 0.002
H -1.03701 0.70916 1.99794 0.212
H 1.31357 -0.84746 0.96669 0.238
H 1.10244 0.07594 2.50994 0.250
H 2.66482 1.44080 1.34270 0.201
H 1.24254 2.20136 1.09654 0.168
H 1.09245 0.52377 -0.93552 0.376
H 1.74642 1.92326 -1.07358 0.352
H -0.31604 -1.90554 1.40290 0.370
H -2.48812 -1.01338 -0.31894 0.106
H -1.85082 -2.63018 -0.29485 0.154
H -1.18303 1.17327 -0.25891 0.376
H -0.21803 -0.00166 -3.85885 0.463
H -0.91955 -0.55034 -2.56748 0.507
O -0.87971 0.21710 -3.19843 -1.000
```

Properties
**HOMO energy**: -0.3138 Ha
**Spin multiplicity**: 1
**Total charge**: 0
**Gap between HOMO and LUMO**: 6.23 eV

Q | 3 unconnected molecules or ions with the total composition C4H14N2O2, computed with the ωB97M-V functional and the def2-TZVPD basis.

XYZ file:
```
22
Properties=species:S:1:pos:R:3:nbo_charge:R:1
C -0.18508 0.04751 1.64029 0.551
C 0.71255 -0.12850 -0.55286 -0.562
C 1.26681 -1.53007 -0.33998 -0.612
C 1.74131 0.98115 -0.40710 -0.618
N -0.47972 1.36242 1.79775 -0.786
O -1.14375 -0.83156 1.62145 -0.687
H -1.76591 -0.55444 0.76899 0.512
H 0.78412 -0.26959 2.01506 0.185
H 0.34655 -0.09908 -1.59350 0.245
H 0.28993 2.01264 1.75704 0.399
H -1.32998 1.67870 1.34768 0.415
H 1.74159 -1.64385 0.63977 0.180
H 0.47150 -2.27422 -0.40220 0.219
H 2.02344 -1.78218 -1.09070 0.200
H 2.54873 0.88603 -1.14089 0.209
H 2.22320 0.97197 0.57730 0.177
H 1.29005 1.96585 -0.56058 0.202
N -2.27826 -0.40685 -1.64860 -0.536
O -1.94139 0.23296 -0.40781 -0.746
H -0.58576 0.11797 -0.37274 0.395
H -2.70267 0.32800 -2.21074 0.330
H -3.02729 -1.06487 -1.43761 0.327
```

Properties
**HOMO energy**: -0.2797 Ha
**Spin multiplicity**: 1
**Total charge**: 0
**Gap between HOMO and LUMO**: 8.47 eV

Most stable: Q. Least stable: P.